# 1
Computed, not measured: one molecule with the formula C24H15ClN4O3, with ωB97M-V with the def2-TZVPD basis set.

Each line ends with the Mulliken charge.
Atoms and positions in Å:
O: -0.4231 -2.2675 2.1167  -0.604
C: -0.0289 -1.3066 1.5123  0.520
O: -0.6800 -0.1195 1.4976  -0.373
C: -1.9311 -0.0663 2.1403  -0.483
N: -2.9919 -0.0696 1.1556  0.661
N: -3.0708 -1.1786 0.4106  -0.457
N: -3.9031 -1.3049 -0.4939  -0.834
C: -4.7970 -0.2993 -0.7802  0.013
C: -5.7245 -0.4802 -1.8114  -0.228
C: -6.6218 0.5231 -2.0984  -0.408
C: -6.6144 1.7162 -1.3742  -0.541
C: -5.7068 1.9102 -0.3564  -0.619
C: -4.7916 0.9033 -0.0498  0.435
C: -3.8116 1.0584 1.0217  0.915
O: -3.6862 2.0168 1.7507  -0.679
C: 1.2280 -1.2206 0.7285  0.795
C: 1.9120 -0.0290 0.6756  -0.912
C: 3.1336 0.0378 -0.0301  0.530
C: 3.9054 1.2913 -0.0973  0.073
C: 5.2803 1.2427 0.1245  -0.350
C: 6.0499 2.3890 0.0925  -0.712
C: 5.4554 3.6114 -0.1754  -0.377
C: 4.0971 3.6796 -0.4277  -0.566
C: 3.3294 2.5266 -0.3904  0.402
Cl: 1.6461 2.6500 -0.7864  -0.181
N: 3.6668 -1.0084 -0.6113  -0.621
C: 3.0143 -2.1824 -0.5933  -0.107
C: 3.6079 -3.2778 -1.2560  -0.417
C: 2.9772 -4.4893 -1.2842  -0.537
C: 1.7318 -4.6561 -0.6581  -0.696
C: 1.1306 -3.6163 -0.0021  -0.715
C: 1.7586 -2.3576 0.0593  0.548
H: -1.9993 0.8779 2.6891  0.327
H: -2.0395 -0.9372 2.7999  0.389
H: -5.7119 -1.4093 -2.3584  0.467
H: -7.3411 0.3887 -2.8925  0.378
H: -7.3269 2.4906 -1.6153  0.405
H: -5.6803 2.8232 0.2185  0.450
H: 1.5413 0.8340 1.2038  0.760
H: 5.7261 0.2810 0.3254  0.424
H: 7.1121 2.3308 0.2745  0.377
H: 6.0484 4.5130 -0.1997  0.379
H: 3.6272 4.6224 -0.6601  0.431
H: 4.5589 -3.1169 -1.7389  0.476
H: 3.4298 -5.3268 -1.7944  0.384
H: 1.2447 -5.6189 -0.6991  0.402
H: 0.1757 -3.7518 0.4796  0.475

Summary:
Multiplicity   1
Kohn-Sham gap   8.379 eV
Energy relative to the best compared isomer or geometry (same formula, charge and spin)   0.0 kcal/mol
SMILES   O=C(OCn1nnc2ccccc2c1=O)c1cc(-c2ccccc2Cl)nc2ccccc12



# 2
Computed, not measured: C30H43N5PdSbSeSi3 as an isolated structure, with ωB97M-V with the def2-TZVPD basis set.

Each line ends with the Mulliken spin population.
Atoms and positions in Å:
Pd: 1.8658 -0.3034 0.2408  0.966
C: -2.3860 -1.8916 0.1911  0.240
Sb: -0.7496 -0.4919 0.5940  -0.106
C: 0.5531 -1.8408 -0.5772  0.590
C: 0.9489 -1.7478 -1.9827  -0.209
C: 0.6137 -2.7305 -2.9270  0.065
C: 1.0605 -2.6007 -4.2249  -0.001
C: 1.8480 -1.5068 -4.5690  0.022
C: 2.1584 -0.5961 -3.5737  0.003
N: 1.7218 -0.7042 -2.3227  0.008
Si: 1.2735 -3.2650 0.4093  -0.017
C: 1.7214 -2.7926 2.1729  0.021
C: 2.7853 -3.9322 -0.4737  0.007
C: 0.0706 -4.7116 0.6239  0.034
C: -1.7312 1.3160 -0.3705  0.013
C: -0.6257 2.2499 -0.8013  0.002
C: -0.7291 3.6460 -0.7614  -0.002
C: 0.3261 4.4202 -1.2025  0.000
C: 1.4643 3.8032 -1.7030  -0.001
C: 1.4755 2.4222 -1.7461  0.001
N: 0.4629 1.6754 -1.3091  0.013
Si: -2.7716 2.0540 1.0426  -0.008
C: -3.7429 0.7335 1.9696  0.010
C: -1.6818 2.9384 2.2845  -0.010
C: -4.0929 3.2895 0.4801  0.000
Si: -2.7248 0.9375 -1.9386  0.002
C: -1.8038 -0.2053 -3.0933  -0.003
C: -4.4305 0.2172 -1.5984  -0.002
C: -2.9945 2.5323 -2.9057  0.000
H: -2.1147 -2.8238 0.6830  -0.008
H: -2.4921 -2.0753 -0.8762  -0.027
H: -3.3227 -1.5299 0.6096  -0.008
H: 0.0030 -3.5723 -2.6234  0.002
H: 0.8031 -3.3457 -4.9685  0.001
H: 2.2203 -1.3724 -5.5752  0.002
H: 2.7916 0.2594 -3.7860  0.000
H: 2.5335 -2.0651 2.2167  -0.003
H: 2.0472 -3.6920 2.7059  0.000
H: 0.8673 -2.3763 2.7135  -0.001
H: 3.5550 -3.1596 -0.5271  0.001
H: 2.5477 -4.2523 -1.4906  -0.001
H: 3.1918 -4.7902 0.0674  0.001
H: -0.8211 -4.4126 1.1783  -0.001
H: 0.5629 -5.5071 1.1900  -0.001
H: -0.2525 -5.1295 -0.3335  0.003
H: -1.6275 4.1167 -0.3910  0.000
H: 0.2627 5.5008 -1.1587  0.000
H: 2.3205 4.3695 -2.0419  0.000
H: 2.3333 1.8775 -2.1292  -0.003
H: -3.0929 -0.0112 2.4329  -0.003
H: -4.4543 0.2143 1.3247  0.002
H: -4.3084 1.2241 2.7657  0.001
H: -0.6792 2.5031 2.3188  0.011
H: -2.1216 2.8737 3.2834  0.001
H: -1.5625 3.9948 2.0377  0.000
H: -4.7029 2.9163 -0.3428  0.000
H: -3.6751 4.2504 0.1765  0.000
H: -4.7602 3.4783 1.3259  0.000
H: -1.6980 -1.2121 -2.6887  0.004
H: -0.7983 0.1798 -3.2772  0.000
H: -2.3262 -0.2760 -4.0513  0.000
H: -4.3837 -0.7410 -1.0822  0.001
H: -4.9360 0.0553 -2.5544  0.000
H: -5.0537 0.8888 -1.0058  0.000
H: -2.0427 2.9392 -3.2528  0.000
H: -3.4922 3.3057 -2.3182  0.000
H: -3.6119 2.3291 -3.7852  0.000
Se: 2.0179 1.5533 1.9530  0.264
C: 2.0912 0.5580 3.5870  -0.009
C: 0.9298 0.2780 4.3065  0.022
C: 0.9862 -0.4569 5.4823  -0.013
C: 2.2043 -0.9228 5.9597  0.022
C: 3.3652 -0.6469 5.2496  -0.011
C: 3.3097 0.0866 4.0725  0.014
H: -0.0228 0.6313 3.9313  0.009
H: 0.0745 -0.6696 6.0285  -0.001
H: 2.2467 -1.5005 6.8748  0.002
H: 4.3197 -1.0096 5.6121  -0.001
H: 4.2103 0.2859 3.5058  -0.001
N: 6.7343 2.5176 -1.6767  0.012
C: 6.0430 1.5932 -1.5560  -0.002
N: 5.2839 0.5325 -1.5510  0.017
C: 4.6097 -0.0279 -0.6361  0.041
N: 4.0014 -0.6496 0.1587  0.023

Summary:
Multiplicity   3
Kohn-Sham gap (alpha / beta)   6.640 / 6.131 eV
Net charge   -1
Energy relative to the best compared isomer or geometry (same formula, charge and spin)   3.8 kcal/mol



# 3
Computed, not measured: one molecule with the formula C8H14, with ωB97M-V with the def2-TZVPD basis set.

Each line ends with the Mulliken charge.
Atoms and positions in Å:
C: 2.5637 0.4833 0.2899  -1.541
C: 1.1580 0.8747 -0.1859  0.225
C: 0.0586 0.6155 0.8424  -0.874
C: -1.1859 0.2855 0.0322  1.987
C: -1.6417 1.4347 -0.8138  -1.756
C: -2.0459 -0.6347 0.7226  -1.575
C: 0.1354 -0.3402 -0.3748  0.226
C: 0.4828 -1.7363 -0.5155  -1.855
H: 2.5968 -0.5789 0.7804  0.252
H: 3.1411 1.0500 0.9832  0.369
H: 3.3921 0.3819 -0.3901  0.438
H: 0.9715 1.7632 -0.7990  0.400
H: 0.3244 0.4114 1.9017  0.292
H: -2.6855 1.4741 -0.9826  0.478
H: -0.9231 1.4692 -1.7058  0.305
H: -1.4630 2.4010 -0.3733  0.357
H: -2.1561 -0.3356 1.7176  0.357
H: -1.6425 -1.6477 0.4992  0.297
H: -3.0020 -0.7356 0.2437  0.427
H: 0.0482 -2.2336 -1.3751  0.450
H: 0.3205 -2.5553 0.2441  0.341
H: 1.5527 -1.8465 -0.7410  0.399

Summary:
Multiplicity   1
Kohn-Sham gap   9.407 eV
Energy relative to the best compared isomer or geometry (same formula, charge and spin)   84.6 kcal/mol
SMILES   C[C@@H]1[C@H]2C(C)(C)[C@@]12C



# 4
Computed, not measured: a 2-piece molecular cluster, C5H10INO2 overall, with ωB97M-V with the def2-TZVPD basis set.

Each line ends with the Mulliken charge.
Atoms and positions in Å:
C: 1.0654 1.2688 -1.9893  -1.007
C: 1.4475 1.0781 -0.5544  0.504
I: 2.9339 -0.3439 0.0223  0.010
C: 0.8185 1.6220 0.4777  -0.010
O: 1.1472 1.5469 1.7917  -0.530
O: -0.2810 2.3459 0.1895  -0.481
H: 1.2446 0.2870 -2.5480  0.282
H: -0.0487 1.5675 -2.0752  0.225
H: 1.7107 2.0201 -2.4145  0.342
H: 1.6365 0.6579 1.8678  0.188
H: -0.6340 2.7819 1.0011  0.330
C: -1.4522 -0.7672 -0.3025  -0.438
N: -0.3616 -0.8068 0.2533  0.021
C: -0.2116 -1.4869 1.4741  -0.995
H: -2.3453 -1.0536 0.0757  0.297
H: -1.6118 -0.3723 -1.3135  0.210
H: 0.3036 -2.4708 1.3450  0.265
H: 0.2741 -0.8647 2.0936  0.390
H: -1.0713 -1.8290 2.0474  0.397

Summary:
Multiplicity   1
Kohn-Sham gap   8.337 eV
Energy relative to the best compared isomer or geometry (same formula, charge and spin)   11.1 kcal/mol
SMILES   CC(I)=C(O)O.C=NC